Density functional theory data (ωB97M-V/def2-TZVPD) for a molecular structure, C17H15Cl3GeN6O2STi.

Each line ends with the natural charge from an NBO analysis.
Positions of all 46 atoms, in Å:
Ge: 3.127 -0.578 -0.014  0.987
Ti: 0.075 0.781 -0.390  1.428
Cl: 2.319 -2.886 0.330  -0.668
Cl: 1.151 0.885 -2.481  -0.447
Cl: 4.388 -0.586 1.852  -0.552
S: -2.346 0.443 -1.651  -0.084
O: -2.732 0.539 2.455  -0.618
O: -0.015 2.733 -0.427  -0.667
N: 0.002 -1.460 -1.002  -0.653
N: 1.439 0.263 0.710  -1.054
N: -2.328 -3.222 -2.995  -0.268
N: -1.059 -1.928 -1.769  -0.237
N: -1.182 1.473 0.986  -0.705
N: -2.859 -1.962 -2.862  -0.378
C: 0.194 -0.831 4.019  -0.181
C: -1.848 5.099 1.142  -0.214
C: -2.112 -1.134 -2.114  0.238
C: 1.866 1.110 2.959  -0.251
C: 1.642 1.052 4.324  -0.203
C: 0.413 -0.781 2.652  -0.247
C: -0.905 2.749 0.546  0.488
C: -3.587 4.941 2.839  -0.271
C: -1.714 3.697 1.194  -0.114
C: -2.220 1.513 1.917  0.624
C: 1.253 0.190 2.109  0.233
C: -2.537 2.940 2.080  -0.165
C: 0.808 0.081 4.861  -0.243
C: -2.777 5.694 1.960  -0.225
C: -1.222 -3.178 -2.327  0.371
C: -3.467 3.564 2.897  -0.156
C: -0.237 -4.270 -2.157  -0.669
H: 0.215 -2.097 -0.229  0.440
H: 2.122 1.775 4.972  0.203
H: -0.636 -5.179 -2.599  0.245
H: -0.093 -1.482 2.000  0.202
H: -0.014 -4.435 -1.103  0.255
H: 0.630 0.045 5.928  0.201
H: -3.734 -1.728 -3.292  0.424
H: -2.894 6.771 1.935  0.198
H: -1.232 5.689 0.474  0.211
H: 2.510 1.870 2.537  0.219
H: 0.707 -4.013 -2.640  0.249
H: -4.081 2.966 3.560  0.216
H: -4.305 5.453 3.467  0.198
H: -0.482 -1.575 4.421  0.206
H: 0.843 -1.448 -1.583  0.434

The calculation puts the energy above the lowest of the compared OMol25 structures with the same formula, charge and spin at 80.7 kJ/mol. The calculation puts the HOMO-LUMO gap (alpha / beta) at 5.254 / 7.557 eV. As for the largest force on an atom: 0.6 eV Å⁻¹. Its spin multiplicity is 2. As for the net charge: -1. As for the total energy: -5841.30411 Ha.

---

Density functional theory data (ωB97M-V/def2-TZVPD) for a single C17H15ClN6O2S2 molecule at a distorted geometry.

Each line ends with the natural charge from an NBO analysis.
Positions of all 43 atoms, in Å:
Cl: -3.789 0.505 -0.961  0.010
S: 4.139 0.848 0.943  0.432
S: 1.847 1.520 -1.071  0.323
O: -0.790 -4.847 1.452  -0.645
O: -2.517 -2.357 -1.863  -0.623
N: 0.278 -2.931 0.897  -0.418
N: -0.393 -0.197 -1.240  -0.346
N: 2.339 2.699 1.284  -0.226
N: -1.844 -3.588 -0.062  -0.442
N: 1.185 -0.752 0.268  -0.516
N: 3.194 2.804 2.338  -0.264
C: -2.977 -4.552 -0.215  -0.408
C: 4.145 1.914 2.293  0.036
C: -0.762 -1.418 -0.695  -0.026
C: -0.781 -3.811 0.795  0.784
C: 1.528 -3.357 1.568  -0.401
C: -3.382 3.201 -0.863  -0.228
C: -1.771 -2.445 -0.888  0.645
C: -2.668 4.385 -1.072  -0.187
C: 5.270 1.937 3.298  -0.658
C: 0.838 0.127 -0.644  0.249
C: -1.642 1.901 -1.978  -0.086
C: 2.690 1.737 0.476  -0.157
C: -2.868 1.964 -1.297  -0.004
C: -1.050 0.537 -2.387  -0.233
C: -1.440 4.315 -1.721  -0.215
C: -0.937 3.104 -2.166  -0.175
C: 0.214 -1.757 0.159  0.336
H: -4.367 3.258 -0.431  0.229
H: 5.005 1.273 4.126  0.237
H: -2.675 -5.444 -0.834  0.216
H: 2.217 -2.523 1.711  0.234
H: 1.291 -3.733 2.556  0.229
H: -3.855 -4.098 -0.698  0.240
H: -3.044 5.370 -0.762  0.225
H: 1.937 -4.147 0.908  0.209
H: 0.044 3.062 -2.665  0.219
H: -0.282 0.695 -3.188  0.215
H: 6.249 1.685 2.851  0.228
H: -1.808 -0.115 -2.791  0.268
H: -3.312 -4.903 0.770  0.230
H: -0.888 5.211 -1.912  0.218
H: 5.433 2.925 3.710  0.247

The calculation puts the HOMO-LUMO gap at 8.489 eV. As for the SMILES: Cc1nnc(Sc2nc3c(c(=O)n(C)c(=O)n3C)n2Cc2ccccc2Cl)s1. As for the largest force on an atom: 3.5 eV Å⁻¹. As for the total energy: -2392.41853 Ha.

---

Density functional theory data (ωB97M-V/def2-TZVPD) for a molecular structure, C17H15N2O4PPtS at a distorted geometry.

Each line ends with the natural charge from an NBO analysis.
Positions of all 41 atoms, in Å:
Pt: -2.008 -0.216 -0.473  0.733
S: -3.745 0.654 -2.083  2.519
P: 0.138 -0.182 -0.215  1.271
O: -4.040 -0.118 -0.745  -1.006
O: -3.071 1.885 -1.662  -1.032
O: -4.898 0.744 -2.913  -0.928
O: -2.642 -0.267 -2.589  -0.957
N: 0.255 -0.923 1.336  -0.896
N: -2.034 -0.695 1.473  -0.462
C: -0.889 -1.027 2.094  0.417
C: 1.862 -0.481 -2.343  -0.203
C: 1.898 4.028 0.146  -0.185
C: 1.311 -1.104 -1.224  -0.321
C: 0.580 3.854 -0.243  -0.194
C: 0.847 1.472 -0.087  -0.340
C: 1.627 -2.430 -0.943  -0.216
C: 2.702 2.924 0.415  -0.215
C: 2.510 -3.120 -1.759  -0.206
C: 0.045 2.577 -0.359  -0.204
C: -0.892 -1.456 3.421  -0.286
C: -3.272 -1.177 3.440  -0.283
C: -2.093 -1.531 4.090  -0.120
C: 3.065 -2.494 -2.865  -0.184
C: -3.207 -0.763 2.133  0.079
C: 2.179 1.649 0.290  -0.219
C: 2.734 -1.178 -3.162  -0.200
H: -2.113 -1.861 5.120  0.228
H: 2.309 5.025 0.233  0.219
H: -4.075 -0.476 1.553  0.262
H: 3.734 3.061 0.712  0.219
H: -0.042 4.712 -0.461  0.226
H: 1.170 -2.933 -0.099  0.221
H: -4.230 -1.222 3.934  0.238
H: 1.137 -1.120 1.783  0.419
H: -0.986 2.446 -0.675  0.271
H: 1.609 0.546 -2.576  0.232
H: 2.757 -4.149 -1.536  0.221
H: 0.042 -1.720 3.896  0.226
H: 3.753 -3.033 -3.503  0.220
H: 3.156 -0.694 -4.032  0.224
H: 2.817 0.791 0.477  0.211

The calculation puts the energy above the lowest of the compared OMol25 structures with the same formula, charge and spin at 73.5 kJ/mol. The calculation puts the HOMO-LUMO gap at 8.390 eV. As for the largest force on an atom: 1.7 eV Å⁻¹. As for the total energy: -1926.20166 Ha.

---

Density functional theory data (ωB97M-V/def2-TZVPD) for a molecular structure, C17H15N5O10RhS.

Each line ends with the natural charge from an NBO analysis.
Positions of all 49 atoms, in Å:
Rh: 0.080 -0.726 0.287  1.138
S: 1.753 -0.670 -1.253  -0.001
O: -0.788 2.651 -1.790  -0.586
O: -0.194 -1.363 2.208  -0.631
O: 2.454 0.571 3.089  -0.376
O: -0.638 0.680 -0.851  -0.676
O: 2.993 2.376 4.146  -0.321
O: 1.638 6.643 2.304  -0.339
O: -3.422 -6.514 3.363  -0.356
O: -3.891 -7.312 1.411  -0.349
O: -0.743 -2.306 -0.404  -0.587
O: 0.468 6.698 0.488  -0.345
N: 1.053 6.124 1.379  0.528
N: 2.454 1.778 3.247  0.520
N: -3.389 -6.493 2.150  0.533
N: 2.049 1.607 -2.540  -0.543
N: 0.445 0.248 -3.450  -0.524
C: -2.680 -5.366 1.515  -0.027
C: -0.814 -2.391 2.558  0.435
C: -0.390 1.976 -0.869  0.751
C: -2.618 -5.296 0.116  -0.088
C: 1.351 0.482 -2.531  0.394
C: -2.099 -4.422 2.299  -0.097
C: 1.046 1.909 1.241  -0.194
C: -1.967 -4.256 -0.489  -0.273
C: 1.934 2.638 -3.563  -0.451
C: -1.355 -3.243 0.279  0.407
C: 1.740 3.955 2.322  -0.161
C: 1.723 2.579 2.241  0.099
C: 0.362 4.007 0.324  -0.135
C: -1.424 -3.336 1.697  -0.239
C: 0.356 2.615 0.272  -0.108
C: -0.449 -0.904 -3.522  -0.420
C: 1.047 4.639 1.339  0.027
H: -0.166 4.582 -0.423  0.287
H: 2.718 1.720 -1.795  0.434
H: -0.884 -2.570 3.634  0.190
H: -1.469 -0.541 -3.622  0.233
H: -3.090 -6.074 -0.468  0.268
H: -2.158 -4.506 3.376  0.264
H: 2.579 3.466 -3.287  0.245
H: -0.371 -1.492 -2.615  0.240
H: 0.267 0.985 -4.117  0.423
H: -0.189 -1.519 -4.382  0.221
H: 2.254 2.258 -4.535  0.220
H: 1.150 0.825 1.286  0.194
H: -1.904 -4.185 -1.565  0.244
H: 0.906 3.001 -3.609  0.237
H: 2.268 4.472 3.110  0.297

The calculation puts the energy above the lowest of the compared OMol25 structures with the same formula, charge and spin at 122.7 kJ/mol. The calculation puts the HOMO-LUMO gap at 7.188 eV. As for the largest force on an atom: 0.9 eV Å⁻¹. As for the net charge: +1. As for the total energy: -2191.20751 Ha.

---

Density functional theory data (ωB97M-V/def2-TZVPD) for a single C17H15NO3 molecule at a distorted geometry.

Each line ends with the natural charge from an NBO analysis.
Positions of all 36 atoms, in Å:
O: 5.041 -1.373 1.994  -0.557
O: -1.359 3.241 0.638  -0.586
O: -2.018 -1.300 -0.279  -0.603
N: 3.177 0.353 0.246  -0.368
C: -1.046 0.874 0.195  -0.373
C: -5.636 0.942 -0.825  -0.209
C: 4.629 0.165 0.184  -0.225
C: -3.159 1.953 -0.135  -0.034
C: 5.263 -0.049 1.543  -0.070
C: 2.327 -0.741 0.206  0.065
C: -2.075 -0.069 -0.188  0.585
C: -3.312 0.593 -0.341  -0.158
C: 0.317 0.704 0.360  0.087
C: -4.182 2.850 -0.349  -0.204
C: 5.218 -1.552 3.412  -0.251
C: 2.612 1.631 0.477  0.030
C: -1.767 2.160 0.211  0.524
C: 1.263 1.842 0.481  -0.252
C: 0.935 -0.580 0.186  -0.277
C: -5.423 2.338 -0.710  -0.190
C: -4.572 0.071 -0.666  -0.155
H: 2.819 -1.726 0.084  0.229
H: 5.392 -2.632 3.619  0.203
H: 0.940 2.844 0.665  0.264
H: -6.206 3.040 -0.991  0.214
H: 6.070 -0.974 3.770  0.171
H: 4.896 0.711 2.225  0.176
H: 5.108 1.051 -0.266  0.218
H: -4.000 3.898 -0.302  0.228
H: -6.625 0.571 -1.111  0.217
H: 3.264 2.506 0.618  0.219
H: -4.709 -1.013 -0.860  0.232
H: 4.308 -1.179 3.907  0.179
H: 4.886 -0.686 -0.425  0.225
H: 6.371 0.062 1.422  0.175
H: 0.305 -1.476 0.054  0.269

The calculation puts the energy above the lowest of the compared OMol25 structures with the same formula, charge and spin at 265.7 kJ/mol. The calculation puts the HOMO-LUMO gap at 7.343 eV. As for the SMILES: COCCN1C=CC(=C2C(=O)c3ccccc3C2=O)C=C1. As for the largest force on an atom: 4.0 eV Å⁻¹. As for the total energy: -937.24195 Ha.

---

Repeat the second record exactly.
Density functional theory data (ωB97M-V/def2-TZVPD) for a single C17H15ClN6O2S2 molecule at a distorted geometry.

Each line ends with the natural charge from an NBO analysis.
Positions of all 43 atoms, in Å:
Cl: -3.789 0.505 -0.961  0.010
S: 4.139 0.848 0.943  0.432
S: 1.847 1.520 -1.071  0.323
O: -0.790 -4.847 1.452  -0.645
O: -2.517 -2.357 -1.863  -0.623
N: 0.278 -2.931 0.897  -0.418
N: -0.393 -0.197 -1.240  -0.346
N: 2.339 2.699 1.284  -0.226
N: -1.844 -3.588 -0.062  -0.442
N: 1.185 -0.752 0.268  -0.516
N: 3.194 2.804 2.338  -0.264
C: -2.977 -4.552 -0.215  -0.408
C: 4.145 1.914 2.293  0.036
C: -0.762 -1.418 -0.695  -0.026
C: -0.781 -3.811 0.795  0.784
C: 1.528 -3.357 1.568  -0.401
C: -3.382 3.201 -0.863  -0.228
C: -1.771 -2.445 -0.888  0.645
C: -2.668 4.385 -1.072  -0.187
C: 5.270 1.937 3.298  -0.658
C: 0.838 0.127 -0.644  0.249
C: -1.642 1.901 -1.978  -0.086
C: 2.690 1.737 0.476  -0.157
C: -2.868 1.964 -1.297  -0.004
C: -1.050 0.537 -2.387  -0.233
C: -1.440 4.315 -1.721  -0.215
C: -0.937 3.104 -2.166  -0.175
C: 0.214 -1.757 0.159  0.336
H: -4.367 3.258 -0.431  0.229
H: 5.005 1.273 4.126  0.237
H: -2.675 -5.444 -0.834  0.216
H: 2.217 -2.523 1.711  0.234
H: 1.291 -3.733 2.556  0.229
H: -3.855 -4.098 -0.698  0.240
H: -3.044 5.370 -0.762  0.225
H: 1.937 -4.147 0.908  0.209
H: 0.044 3.062 -2.665  0.219
H: -0.282 0.695 -3.188  0.215
H: 6.249 1.685 2.851  0.228
H: -1.808 -0.115 -2.791  0.268
H: -3.312 -4.903 0.770  0.230
H: -0.888 5.211 -1.912  0.218
H: 5.433 2.925 3.710  0.247

The calculation puts the HOMO-LUMO gap at 8.489 eV. As for the SMILES: Cc1nnc(Sc2nc3c(c(=O)n(C)c(=O)n3C)n2Cc2ccccc2Cl)s1. As for the largest force on an atom: 3.5 eV Å⁻¹. As for the total energy: -2392.41853 Ha.